# 1
Entry from the OMol25 dataset: C3H6FO3Tl as an isolated structure in a non-equilibrium geometry (wB97M-V/def2-TZVPD).

The geometry in ORCA input format:
```
! RIJCOSX wB97M-V def2-TZVPD def2/J DEFGRID3
* xyz 2 1
Tl -2.86 2.91 1.46
F -0.19 2.26 2.13
C 1.12 -0.34 -2.20
O -0.17 0.13 -1.73
C -0.55 0.13 -0.52
O -1.56 0.68 -0.08
O 0.30 -0.43 0.35
C -0.05 -0.92 1.62
H 1.52 0.40 -2.88
H 0.95 -1.33 -2.64
H 1.81 -0.50 -1.37
H 0.22 -0.05 2.26
H 0.58 -1.77 1.93
H -1.11 -1.17 1.67
*
```

The energy relative to the best compared isomer or geometry (same formula, charge and spin) comes out at 3.1 kJ/mol. The value obtained for the HOMO energy is -20.365 eV.



# 2
Entry from the OMol25 dataset: a 7-piece molecular cluster, C46H37Cl14N2O3P overall in a non-equilibrium geometry (wB97M-V/def2-TZVPD).

The geometry in ORCA input format:
```
! RIJCOSX wB97M-V def2-TZVPD def2/J DEFGRID3
* xyz 0 1
N 1.51 3.39 0.76
P 0.46 2.53 -0.13
C 0.05 1.02 0.90
N -1.34 0.78 1.38
C -1.13 -0.59 2.04
O -0.02 -1.24 1.38
C 0.26 -0.42 0.22
C 1.61 -0.59 -0.54
O 1.52 -0.50 -1.78
O 2.73 -0.75 0.01
H 1.64 2.92 1.67
H -0.69 3.28 -0.52
H 1.20 2.10 -1.27
H 0.64 0.99 1.84
H -1.70 1.35 2.15
H -2.07 0.67 0.60
H -1.94 -1.35 1.95
H -0.86 -0.26 3.10
H -0.56 -0.63 -0.51
Cl 1.37 -5.73 -5.41
C 2.32 -5.10 -4.10
C 3.39 -5.81 -3.57
Cl 3.86 -7.36 -4.19
C 4.12 -5.29 -2.51
C 3.79 -4.05 -1.98
C 2.72 -3.33 -2.51
C 1.99 -3.86 -3.57
H 4.95 -5.85 -2.09
H 4.35 -3.65 -1.15
H 2.46 -2.37 -2.09
H 1.16 -3.29 -3.97
Cl -2.03 0.94 -1.28
C -2.91 1.54 -2.66
C -2.46 2.62 -3.43
Cl -0.99 3.46 -3.09
C -3.22 3.05 -4.51
C -4.40 2.41 -4.83
C -4.84 1.33 -4.07
C -4.09 0.90 -2.99
H -2.88 3.88 -5.11
H -4.99 2.75 -5.68
H -5.76 0.83 -4.32
H -4.44 0.07 -2.40
Cl 0.71 4.97 0.41
C -0.24 6.48 0.14
C 0.12 7.70 0.71
Cl 1.53 7.86 1.71
C -0.65 8.83 0.49
C -1.78 8.76 -0.31
C -2.14 7.55 -0.89
C -1.38 6.42 -0.66
H -0.36 9.78 0.93
H -2.38 9.65 -0.48
H -3.03 7.50 -1.51
H -1.67 5.48 -1.11
Cl -1.51 -1.81 5.71
C -0.31 -0.96 6.61
C -0.14 0.42 6.49
Cl -1.12 1.40 5.45
C 0.85 1.05 7.23
C 1.67 0.32 8.08
C 1.49 -1.05 8.20
C 0.51 -1.69 7.46
H 0.99 2.12 7.15
H 2.44 0.82 8.66
H 2.12 -1.63 8.87
H 0.37 -2.76 7.56
Cl -2.98 3.22 4.48
C -4.25 3.68 5.56
C -5.17 2.76 6.04
Cl -5.12 1.09 5.60
C -6.18 3.18 6.90
C -6.26 4.51 7.28
C -5.33 5.43 6.81
C -4.32 5.01 5.95
H -6.91 2.47 7.27
H -7.04 4.84 7.95
H -5.38 6.47 7.11
H -3.60 5.73 5.58
Cl 9.32 -3.28 -4.42
C 8.90 -4.90 -4.85
C 9.85 -5.81 -5.30
Cl 11.52 -5.40 -5.45
C 9.46 -7.10 -5.65
C 8.13 -7.48 -5.54
C 7.18 -6.57 -5.09
C 7.57 -5.29 -4.74
H 10.19 -7.82 -6.01
H 7.83 -8.49 -5.82
H 6.14 -6.87 -5.00
H 6.83 -4.58 -4.39
Cl -3.88 -2.28 -0.30
C -3.15 -3.01 -1.69
C -3.75 -2.95 -2.95
Cl -5.26 -2.14 -3.20
C -3.14 -3.56 -4.03
C -1.93 -4.22 -3.87
C -1.33 -4.27 -2.62
C -1.94 -3.67 -1.53
H -3.60 -3.52 -5.01
H -1.45 -4.69 -4.72
H -0.38 -4.78 -2.49
H -1.47 -3.71 -0.56
*
```

The value obtained for the HOMO energy is -7.667 eV.



# 3
Entry from the OMol25 dataset: C6H6N2 as an isolated structure in a non-equilibrium geometry (wB97M-V/def2-TZVPD).

The geometry in ORCA input format:
```
! RIJCOSX wB97M-V def2-TZVPD def2/J DEFGRID3
* xyz 0 1
C 2.36 1.03 -0.30
C -0.86 -0.22 -0.19
C -1.94 -0.38 -1.22
C -2.89 -0.57 -1.96
C -1.20 -0.63 1.25
C -1.49 -1.01 2.33
H 3.12 1.51 0.60
H 2.73 0.18 -1.20
H 1.66 2.08 -0.77
H 1.32 0.23 1.26
H -3.53 -0.52 -2.93
H -1.13 -1.70 3.38
N 1.53 -0.08 0.23
N 0.33 0.09 -0.48
*
```

The energy relative to the best compared isomer or geometry (same formula, charge and spin) comes out at 863.7 kJ/mol. The value obtained for the HOMO energy is -9.256 eV.



# 4
Entry from the OMol25 dataset: one molecule with the formula CH4BNO2 in a non-equilibrium geometry (wB97M-V/def2-TZVPD).

The geometry in ORCA input format:
```
! RIJCOSX wB97M-V def2-TZVPD def2/J DEFGRID3
* xyz 0 1
B 0.22 -0.66 -1.19
C 0.53 0.20 0.12
N -0.95 -2.50 -2.61
O -0.88 -1.89 -3.62
O -0.67 -1.73 -1.40
H 0.44 -0.25 1.19
H 0.95 -0.48 -2.10
H -0.24 0.90 0.10
H 1.45 0.63 -0.08
*
```

As for the structure (SMILES): CBON=O. The energy relative to the best compared isomer or geometry (same formula, charge and spin) comes out at 61.4 kJ/mol. The value obtained for the HOMO energy is -10.759 eV.



# 5
Entry from the OMol25 dataset: C14H21BN4V as an isolated structure in a non-equilibrium geometry (wB97M-V/def2-TZVPD).

The geometry in ORCA input format:
```
! RIJCOSX wB97M-V def2-TZVPD def2/J DEFGRID3
* xyz 0 4
C 1.42 2.04 -1.55
C -0.94 3.36 -1.31
C 0.84 1.25 -2.55
H 2.16 1.60 -0.88
C -1.58 2.38 -2.01
H -1.22 3.56 -0.28
H 1.03 0.17 -2.57
H -2.44 1.89 -1.55
C 0.15 1.85 -3.79
H 0.25 1.17 -4.66
H 0.62 2.80 -4.10
C 1.55 3.56 -1.61
H 2.30 3.85 -2.40
H 1.95 3.92 -0.65
C 0.17 4.23 -1.87
H 0.02 4.41 -2.94
H 0.19 5.23 -1.39
C -1.35 2.04 -3.48
H -1.78 2.80 -4.13
H -1.90 1.12 -3.74
V 0.04 0.60 -0.62
H 1.42 0.27 -0.10
B -2.16 -1.88 1.17
N -1.45 -0.76 2.09
C -0.87 -0.78 3.31
C 0.24 0.06 3.34
C 0.23 0.68 2.09
N -0.76 0.21 1.34
N -1.05 -2.27 0.12
C -0.60 -3.54 0.03
C 0.50 -3.55 -0.83
C 0.62 -2.23 -1.32
N -0.32 -1.43 -0.74
H -3.18 -1.52 0.67
H -2.40 -2.80 1.89
H -1.18 -1.45 4.11
H 1.01 0.13 4.08
H 0.90 1.44 1.69
H -1.11 -4.35 0.54
H 1.21 -4.33 -1.04
H 1.26 -1.73 -1.99
*
```

The energy relative to the best compared isomer or geometry (same formula, charge and spin) comes out at 90.5 kJ/mol. The value obtained for the HOMO energy (spin up / spin down) is -7.172 / -8.690 eV.



# 6
Entry from the OMol25 dataset: a 21-piece molecular cluster, C9H55BCl2O22 overall in a non-equilibrium geometry (wB97M-V/def2-TZVPD).

The geometry in ORCA input format:
```
! RIJCOSX wB97M-V def2-TZVPD def2/J DEFGRID3
* xyz 0 1
C -3.25 -2.16 -0.11
C -2.41 -2.40 -1.35
O -2.85 -2.97 -2.28
O -1.13 -1.95 -1.29
C -0.88 -0.94 -2.31
C 0.62 -0.71 -2.50
C 1.17 0.51 -1.73
C 2.11 0.13 -0.55
B 1.46 0.24 0.87
C 0.19 1.15 1.18
Cl -1.33 0.35 1.63
C 0.30 2.45 1.08
C -0.83 3.42 1.31
Cl 1.88 3.07 0.60
H -2.63 -2.48 0.74
H -3.43 -1.09 0.03
H -4.17 -2.74 -0.12
H -1.46 -0.03 -2.11
H -1.27 -1.34 -3.26
H 0.80 -0.59 -3.57
H 1.14 -1.62 -2.20
H 0.34 1.17 -1.43
H 1.77 1.09 -2.45
H 3.06 0.66 -0.65
H 2.37 -0.93 -0.68
H 1.92 -0.41 1.76
H -1.57 3.05 2.01
H -0.48 4.42 1.62
H -1.34 3.51 0.34
O -4.54 0.18 1.18
H -5.24 0.26 1.84
H -3.72 0.32 1.68
O 0.34 1.53 4.54
H 0.03 1.18 3.69
H -0.07 2.40 4.59
O 4.66 2.01 -1.35
H 3.97 2.19 -0.69
H 5.49 2.08 -0.86
O 0.76 5.78 -1.32
H 1.34 6.51 -1.06
H 1.00 5.07 -0.71
O -0.03 6.58 1.41
H -0.36 6.90 0.56
H 0.36 7.36 1.82
O 4.25 -0.64 -2.84
H 3.89 -0.32 -3.67
H 4.56 0.16 -2.39
O -5.45 -1.64 -2.54
H -6.22 -2.12 -2.88
H -4.73 -2.28 -2.60
O -3.61 3.18 0.90
H -4.28 2.48 0.75
H -3.98 3.70 1.62
O 1.90 -2.72 0.53
H 1.11 -3.13 0.16
H 2.56 -3.42 0.50
O 3.08 -3.64 -2.18
H 3.70 -2.90 -2.19
H 2.42 -3.40 -2.85
O -2.51 1.97 5.72
H -3.15 1.37 6.10
H -1.86 1.38 5.30
O 1.69 -2.87 -4.78
H 2.48 -2.50 -5.18
H 1.70 -3.80 -5.03
O -4.42 -4.44 1.71
H -5.00 -5.05 2.18
H -3.81 -5.01 1.24
O -6.94 1.18 3.19
H -7.31 1.42 4.05
H -7.27 1.86 2.59
O 7.86 1.35 -0.52
H 8.70 1.61 -0.92
H 7.79 0.41 -0.73
O -6.25 -7.12 1.83
H -7.05 -7.57 1.53
H -5.56 -7.78 1.73
O 8.74 -1.57 0.15
H 8.06 -1.39 0.81
H 9.57 -1.49 0.64
O 9.28 0.94 -2.81
H 8.46 0.57 -3.17
H 9.89 0.20 -2.83
O 2.32 -0.62 6.08
H 2.35 -0.08 6.87
H 1.82 -0.09 5.45
O -7.54 0.25 -4.19
H -7.01 -0.20 -3.53
H -8.30 0.58 -3.70
*
```

The value obtained for the HOMO energy is -9.237 eV.



no.,calculated total energy (Ha)
1,-615.00773
2,-8894.13205
3,-341.39360
4,-270.50324
5,-1733.81091
6,-2976.37147